Entry 1:
Formula: C8H24CrOP2
Source: the OMol25 dataset
Level of theory: ωB97M-V with the def2-TZVPD basis set

Output
total energy: -57723.01005 eV
spin multiplicity: 4
charge: +1
LUMO level (spin up / spin down): -2.91 / -4.54 eV
frontier orbital gap (spin up / spin down): 9.227 / 7.858 eV
highest occupied orbital energy (spin up / spin down): -12.14 / -12.39 eV

```
36
Properties=species:S:1:pos:R:3:lowdin_spin:R:1
Cr 0.039 -0.033 0.574 2.64
H -1.570 -0.872 1.074 0.01
H -1.714 -0.064 1.014 0.02
P -0.039 -2.183 -0.258 0.02
P -0.031 2.011 -0.366 0.01
C 1.374 3.026 0.212 0.00
H 1.239 4.050 -0.162 0.00
H 1.437 3.043 1.305 0.00
H 2.309 2.608 -0.180 0.00
C 0.037 2.383 -2.150 0.00
H -0.814 1.897 -2.640 0.00
H 0.002 3.473 -2.304 0.00
H 0.962 1.956 -2.557 0.00
C -1.472 3.005 0.152 0.02
H -1.580 3.019 1.241 0.00
H -1.346 4.030 -0.217 0.00
H -2.387 2.579 -0.271 0.00
C 0.201 -2.548 -2.043 0.00
H 0.151 -3.634 -2.229 0.00
H -0.580 -2.043 -2.625 0.00
H 1.179 -2.174 -2.371 0.00
C 1.263 -3.271 0.443 0.01
H 1.190 -3.253 1.537 0.00
H 1.146 -4.304 0.083 0.00
H 2.253 -2.893 0.159 0.00
C -1.550 -3.161 0.098 0.01
H -2.398 -2.709 -0.431 0.00
H -1.422 -4.209 -0.214 0.00
H -1.752 -3.109 1.175 0.00
C 1.885 -0.257 0.926 0.15
O 3.001 -0.415 1.270 0.14
H -0.384 0.269 -0.969 -0.04
C -0.148 0.851 2.438 -0.03
H 0.731 1.488 2.614 0.01
H -0.132 0.015 3.156 0.01
H -1.081 1.428 2.515 0.00
```



Entry 2:
Formula: C8H24CuO12S
Source: the OMol25 dataset
Level of theory: ωB97M-V with the def2-TZVPD basis set

Output
total energy: -88724.29271 eV
spin multiplicity: 2
LUMO level (spin up / spin down): -0.19 / -1.82 eV
frontier orbital gap (spin up / spin down): 7.124 / 5.490 eV
highest occupied orbital energy (spin up / spin down): -7.32 / -7.31 eV

```
46
Properties=species:S:1:pos:R:3:lowdin_spin:R:1
Cu -16.895 10.332 -13.537 0.00
S -17.754 7.320 -11.904 -0.05
O -17.559 8.548 -12.719 -0.01
O -16.866 6.234 -12.405 0.39
O -17.524 7.540 -10.446 0.19
O -19.133 6.756 -12.104 0.48
C -19.464 10.894 -11.465 0.00
C -19.851 11.210 -9.999 0.00
O -21.048 10.471 -9.714 0.00
O -18.108 11.222 -11.660 0.00
H -20.006 11.465 -12.219 0.00
H -19.714 9.860 -11.702 0.00
H -19.973 12.293 -10.017 0.00
H -18.992 11.092 -9.338 0.00
H -21.308 10.410 -8.792 0.00
H -18.126 12.180 -11.601 0.00
C -14.855 10.841 -10.974 0.00
C -14.562 12.218 -11.590 0.00
O -15.769 12.766 -12.090 0.00
O -15.257 9.960 -11.986 0.00
H -15.389 11.098 -10.059 0.00
H -13.880 10.486 -10.643 0.00
H -13.961 12.174 -12.499 0.00
H -13.953 12.845 -10.940 0.00
H -15.660 13.622 -12.511 0.00
H -14.773 9.156 -11.786 0.00
C -14.872 8.787 -15.524 0.00
C -14.743 10.223 -15.901 0.00
O -14.995 11.180 -14.827 0.00
O -16.196 8.561 -15.059 0.00
H -14.205 8.452 -14.729 0.00
H -14.861 8.136 -16.398 0.00
H -15.328 10.610 -16.736 0.00
H -13.684 10.434 -16.049 0.00
H -14.310 11.840 -14.960 0.00
H -16.246 7.604 -15.003 0.00
C -18.556 11.980 -15.839 0.00
C -19.707 11.036 -15.326 0.00
O -19.125 10.012 -14.582 0.00
O -17.870 12.501 -14.648 0.00
H -18.941 12.894 -16.292 0.00
H -18.052 11.355 -16.577 0.00
H -20.183 10.688 -16.243 0.00
H -20.424 11.570 -14.703 0.00
H -19.846 9.396 -14.436 0.00
H -17.420 13.340 -14.767 0.00
```



Entry 3:
Formula: C8H24KO8
Source: the OMol25 dataset
Level of theory: ωB97M-V with the def2-TZVPD basis set

Output
total energy: -41382.45482 eV
spin multiplicity: 1
charge: +1
LUMO level: -3.24 eV
frontier orbital gap: 8.767 eV
highest occupied orbital energy: -12.01 eV
energy relative to the best compared isomer or geometry (same formula, charge and spin): 2.463 eV

```
41
Properties=species:S:1:pos:R:3:mulliken_charge:R:1
K 2.339 0.577 -0.024 0.95
C 1.348 5.353 -0.290 -0.52
C 0.430 6.142 0.655 -0.33
O 1.042 7.304 1.161 -0.51
O 2.300 4.599 0.407 -0.54
H 1.914 5.957 -0.999 0.35
H 0.805 4.731 -1.002 0.33
H 0.120 5.464 1.450 0.27
H -0.412 6.400 0.013 0.31
H 0.296 7.807 1.497 0.32
H 2.763 5.203 0.992 0.32
C -0.491 -4.203 2.735 -0.29
C 1.044 -3.921 2.612 -0.59
O 1.254 -2.476 2.418 -0.50
O -1.146 -3.899 1.526 -0.45
H -0.834 -3.514 3.507 0.28
H -0.639 -5.234 3.055 0.34
H 1.487 -4.596 1.880 0.32
H 1.654 -4.274 3.443 0.32
H 0.934 -1.932 3.141 0.30
H -2.082 -4.089 1.627 0.28
C -2.164 1.933 0.835 -0.25
C -2.166 1.037 -0.394 -0.56
O -1.231 1.447 -1.266 -0.48
O -0.958 1.787 1.582 -0.52
H -3.010 1.699 1.481 0.37
H -2.408 2.934 0.476 0.26
H -3.159 0.941 -0.833 0.36
H -1.963 0.036 -0.012 0.24
H -1.603 2.125 -1.836 0.30
H -1.066 2.310 2.379 0.30
C 0.321 -2.931 -3.243 -0.37
C 0.781 -4.280 -3.941 -0.35
O 0.413 -5.370 -3.208 -0.51
O 0.900 -2.852 -1.963 -0.48
H -0.750 -2.740 -3.170 0.28
H 0.648 -2.097 -3.864 0.28
H 1.841 -4.337 -4.192 0.27
H 0.273 -4.396 -4.899 0.31
H 0.909 -5.417 -2.388 0.31
H 0.265 -3.226 -1.348 0.26
```



Entry 4:
Formula: C8H24LiO4S3
Source: the OMol25 dataset
Level of theory: ωB97M-V with the def2-TZVPD basis set

Output
total energy: -49574.12864 eV
spin multiplicity: 1
charge: +1
LUMO level: -2.69 eV
frontier orbital gap: 9.141 eV
highest occupied orbital energy: -11.84 eV
energy relative to the best compared isomer or geometry (same formula, charge and spin): 1.938 eV

```
40
Properties=species:S:1:pos:R:3:mulliken_charge:R:1
Li 34.701 32.495 52.909 0.97
C 32.799 34.780 52.131 -1.14
C 32.846 34.210 53.509 -0.08
O 33.670 33.042 53.620 -0.60
H 32.243 34.130 51.371 0.17
H 33.745 35.201 51.782 0.24
H 32.254 35.647 52.144 0.55
H 31.745 34.102 53.794 0.28
H 33.421 34.842 54.291 0.21
H 33.789 32.520 54.519 0.31
C 32.185 30.458 53.272 -0.79
S 32.549 30.365 51.526 0.30
O 33.611 31.525 51.601 -0.54
C 33.750 28.997 51.757 -0.74
H 31.988 29.596 53.567 0.67
H 31.437 31.188 53.409 0.35
H 33.164 30.800 53.857 -0.09
H 34.317 29.078 52.700 0.09
H 34.362 29.064 50.840 0.34
H 32.928 28.163 51.504 0.41
C 37.826 31.051 54.967 -1.17
S 36.497 30.322 53.992 0.49
O 36.035 31.399 53.084 -0.31
C 37.345 29.125 52.869 -1.02
H 38.107 30.289 55.649 0.49
H 37.540 31.847 55.606 0.44
H 38.632 31.458 54.234 0.24
H 38.325 29.523 52.333 0.32
H 36.549 29.078 52.103 0.30
H 37.578 28.368 53.604 0.50
C 37.797 32.489 51.389 -0.57
S 37.341 34.066 51.989 0.26
O 35.903 33.914 52.252 -0.55
C 38.210 34.016 53.567 -0.54
H 38.797 32.251 51.348 0.57
H 37.392 32.268 50.432 0.41
H 37.465 31.642 52.082 -0.36
H 39.190 33.719 53.454 0.48
H 37.686 33.219 54.136 -0.25
H 38.054 34.951 54.312 0.33
```



Copy entry 3 word for word.
Formula: C8H24KO8
Source: the OMol25 dataset
Level of theory: ωB97M-V with the def2-TZVPD basis set

Output
total energy: -41382.45482 eV
spin multiplicity: 1
charge: +1
LUMO level: -3.24 eV
frontier orbital gap: 8.767 eV
highest occupied orbital energy: -12.01 eV
energy relative to the best compared isomer or geometry (same formula, charge and spin): 2.463 eV

```
41
Properties=species:S:1:pos:R:3:mulliken_charge:R:1
K 2.339 0.577 -0.024 0.95
C 1.348 5.353 -0.290 -0.52
C 0.430 6.142 0.655 -0.33
O 1.042 7.304 1.161 -0.51
O 2.300 4.599 0.407 -0.54
H 1.914 5.957 -0.999 0.35
H 0.805 4.731 -1.002 0.33
H 0.120 5.464 1.450 0.27
H -0.412 6.400 0.013 0.31
H 0.296 7.807 1.497 0.32
H 2.763 5.203 0.992 0.32
C -0.491 -4.203 2.735 -0.29
C 1.044 -3.921 2.612 -0.59
O 1.254 -2.476 2.418 -0.50
O -1.146 -3.899 1.526 -0.45
H -0.834 -3.514 3.507 0.28
H -0.639 -5.234 3.055 0.34
H 1.487 -4.596 1.880 0.32
H 1.654 -4.274 3.443 0.32
H 0.934 -1.932 3.141 0.30
H -2.082 -4.089 1.627 0.28
C -2.164 1.933 0.835 -0.25
C -2.166 1.037 -0.394 -0.56
O -1.231 1.447 -1.266 -0.48
O -0.958 1.787 1.582 -0.52
H -3.010 1.699 1.481 0.37
H -2.408 2.934 0.476 0.26
H -3.159 0.941 -0.833 0.36
H -1.963 0.036 -0.012 0.24
H -1.603 2.125 -1.836 0.30
H -1.066 2.310 2.379 0.30
C 0.321 -2.931 -3.243 -0.37
C 0.781 -4.280 -3.941 -0.35
O 0.413 -5.370 -3.208 -0.51
O 0.900 -2.852 -1.963 -0.48
H -0.750 -2.740 -3.170 0.28
H 0.648 -2.097 -3.864 0.28
H 1.841 -4.337 -4.192 0.27
H 0.273 -4.396 -4.899 0.31
H 0.909 -5.417 -2.388 0.31
H 0.265 -3.226 -1.348 0.26
```



> What is the spin multiplicity in the second record?

2